C50H43F5N3P2ReSe3Te as an isolated structure at a distorted geometry, computed with ωB97M-V/def2-TZVPD.

## Properties
2S+1 = 4
Kohn-Sham gap (alpha / beta) = 6.5 / 5.8 eV
M = 1393.5 g mol⁻¹
Total charge = +1
DFT total energy = -10827.6226 a.u.

Atoms and positions in Å:
Re  -0.24610  -0.58410  -0.19650
C  -0.34450  4.21500  -0.93540
C  -1.10770  2.95340  -0.67580
C  -1.06520  2.37590  0.60000
C  -0.21970  3.01650  1.65920
C  -1.87350  1.25250  0.89890
C  -2.11340  0.88110  2.34270
C  -2.70670  0.69420  -0.11870
C  -3.86840  -0.18610  0.28380
C  -2.58730  1.17870  -1.44310
C  -3.26920  0.48270  -2.58700
C  -1.82780  2.33160  -1.70880
C  -1.80810  2.89010  -3.10280
H  0.66880  3.96630  -1.25800
H  -0.27230  4.82000  -0.03890
H  -0.81540  4.81750  -1.70440
H  -0.69760  3.92440  2.02720
H  0.75900  3.27090  1.25940
H  -0.06960  2.36070  2.50840
H  -2.62870  -0.06880  2.42910
H  -2.72230  1.64490  2.82530
H  -1.17830  0.79800  2.89460
H  -3.55790  -1.19440  0.57760
H  -4.59740  -0.27440  -0.51490
H  -4.37580  0.26200  1.13680
H  -4.02050  1.12090  -3.04850
H  -3.73540  -0.44720  -2.28160
H  -2.52750  0.23650  -3.34930
H  -2.69200  3.50140  -3.28570
H  -1.80290  2.08880  -3.83780
H  -0.92630  3.49790  -3.27620
Se  5.54650  -1.20560  2.60160
P  4.01300  -0.61740  3.93980
C  4.26110  0.94860  4.82350
C  3.17400  1.72460  5.21240
C  3.38890  2.87950  5.94040
C  4.67720  3.25110  6.29200
C  5.75910  2.47250  5.91040
C  5.55390  1.32100  5.17020
C  3.75060  -1.89910  5.21760
C  3.79960  -3.23430  4.83540
C  3.67460  -4.23100  5.78490
C  3.51130  -3.90000  7.12010
C  3.49300  -2.57010  7.50590
C  3.61520  -1.56690  6.56180
C  2.54860  -0.32210  2.93300
C  1.40280  -0.96900  2.45330
N  1.03410  -0.22750  1.36070
N  1.88240  0.75120  1.19960
N  2.78950  0.71650  2.10870
P  0.20540  -2.16060  3.03150
Se  -1.28920  -2.37810  1.46990
C  0.94250  -3.77630  3.31270
C  0.54920  -4.54550  4.39790
C  0.98920  -5.85280  4.49210
C  1.81540  -6.38500  3.51480
C  2.21370  -5.60570  2.43810
C  1.77160  -4.30220  2.33000
C  -0.47480  -1.55650  4.59920
C  -1.83680  -1.65450  4.84880
C  -2.34140  -1.18310  6.04620
C  -1.49300  -0.62910  6.99220
C  -0.13290  -0.53880  6.74130
C  0.37810  -0.98940  5.53880
H  2.17060  1.42300  4.94580
H  2.55010  3.49410  6.23040
H  4.83440  4.15740  6.85660
H  6.76070  2.76660  6.18600
H  6.38780  0.70740  4.85390
H  3.95970  -3.48760  3.79670
H  3.71380  -5.26480  5.48040
H  3.41420  -4.67760  7.86210
H  3.39200  -2.31060  8.54790
H  3.61570  -0.53140  6.86990
H  -0.09330  -4.12020  5.15450
H  0.68440  -6.45340  5.33350
H  2.15920  -7.40560  3.59490
H  2.87170  -6.00660  1.68390
H  2.06950  -3.67800  1.49000
H  -2.48140  -2.09390  4.09790
H  -3.39850  -1.23590  6.24500
H  -1.89480  -0.27340  7.92800
H  0.53520  -0.10550  7.47030
H  1.43550  -0.91000  5.33340
F  5.38670  -0.91870  -3.05770
C  4.22450  -0.31900  -2.74920
C  3.95760  1.13460  -2.94170
F  3.40350  1.88210  -1.95830
C  3.09830  0.18840  -3.68550
F  3.00490  0.09960  -5.01880
C  2.04090  -0.39480  -2.75540
Se  0.50980  0.58650  -2.16220
C  2.22340  -1.86490  -2.61130
F  2.58230  -2.67290  -3.63600
C  3.18940  -0.99050  -1.90530
F  3.17900  -1.13350  -0.53740
Te  0.99930  -2.78940  -1.11400
C  -0.52130  -3.41310  -2.48140
C  -0.18400  -4.10550  -3.63920
C  -1.17920  -4.46580  -4.53290
C  -2.50370  -4.15740  -4.26720
C  -2.84040  -3.51370  -3.08650
C  -1.85350  -3.13640  -2.19420
H  0.84440  -4.35440  -3.85770
H  -0.90420  -4.98960  -5.43610
H  -3.27110  -4.41800  -4.98040
H  -3.87300  -3.30120  -2.85320
H  -2.12470  -2.61830  -1.27520